Entry from OMol25: C49H44BrFN11O8S3SeY as an isolated structure (wB97M-V/def2-TZVPD).

```
119
Properties=species:S:1:pos:R:3:lowdin_charge:R:1
Y 0.5625 0.9870 1.0341 1.374
Br 6.7062 5.0806 -3.5470 0.724
Se -2.1779 2.8915 0.2001 0.715
S 2.6844 -7.3779 3.3237 0.781
S -1.5069 -0.8380 2.0770 0.606
S -4.0073 0.0618 3.4741 0.758
F -5.3907 -1.0689 -1.6760 0.040
O 2.9027 -0.7061 -2.0822 0.076
O 1.2500 2.7486 -0.1203 -0.181
O 3.0596 -6.9083 5.3232 -0.208
O -0.8031 0.1307 -0.5173 -0.229
O 3.8553 -6.7559 2.7329 -0.484
O 1.4344 -6.7002 3.0359 -0.496
O 0.9105 1.7832 -2.1027 0.033
O 1.9372 -0.2130 -0.1057 -0.154
N -0.5546 5.2493 -0.1684 -0.056
N -5.2240 -3.4470 -3.2626 -0.083
N 3.0503 -4.6845 4.9390 0.179
N 1.9623 2.6730 2.4441 0.040
N -1.8967 1.5494 3.3824 -0.086
N -0.6223 1.8960 2.9330 -0.123
N -0.6799 4.0094 -1.9459 0.123
N -0.4162 -2.9415 -3.1270 0.013
N -7.2605 -4.5756 -1.5867 0.063
N 1.6601 -0.5011 2.7926 -0.038
N 4.7339 -5.7080 6.2902 0.136
C 2.3664 -0.1639 3.8771 -0.125
C 1.1593 6.9007 -1.0362 -0.011
C -5.8391 -5.0906 -1.5387 -0.069
C 0.6793 -2.2832 -2.6581 0.060
C -2.8414 -3.1074 -3.2717 0.059
C -3.0609 -0.8688 -1.6387 0.100
C 1.5844 4.6905 3.6523 -0.034
C -2.3037 0.3776 2.9621 -1.133
C 5.3255 -4.5295 6.3753 -0.155
C 2.8508 5.1426 3.3130 -0.048
C -6.5718 -2.9144 -3.2799 -0.137
C 3.0519 -1.0855 4.6526 0.000
C 3.3883 4.2111 -1.2376 -0.037
C -7.3078 -3.1089 -1.9603 -0.081
C 4.8672 -3.3743 5.7465 -0.036
C -0.7632 5.7824 1.1630 -0.016
C 4.6725 3.0959 -3.4353 -0.106
C 5.1561 4.2513 -2.8402 -0.692
C 3.0113 -2.4283 4.2993 -0.123
C -4.8066 1.0663 2.2045 -0.433
C 3.6139 -5.7680 5.5185 -0.547
C 0.2539 5.0025 -2.2347 -0.184
C 1.6306 -1.8012 2.4693 -0.162
C 1.9074 6.3279 -3.2776 -0.081
C 1.0475 5.2408 -3.3432 0.001
C -0.1662 2.9253 3.5186 -0.090
C 0.7762 -5.1201 -3.5802 -0.075
C 2.8750 3.0662 -1.8348 -0.125
C -0.6275 -0.7515 -1.3602 -0.293
C 3.5211 2.5081 -2.9303 0.004
C 1.9586 7.1476 -2.1447 -0.087
C 1.5953 2.4622 -1.3372 -0.585
C 1.1738 3.4527 3.1871 -0.269
C 1.9561 -0.6720 -1.3207 -0.581
C -1.6833 -2.4751 -2.8068 -0.107
C 0.3137 5.8071 -1.1077 -0.167
C -0.6826 -5.4397 -3.4484 -0.102
C 3.6661 4.3369 2.5365 -0.042
C -1.8028 -1.3597 -1.9773 -0.032
C -1.1075 4.1166 -0.6667 -0.720
C -4.1692 -1.5236 -2.0772 -0.174
C 4.5308 4.8195 -1.7422 -0.127
C -5.2004 -4.8525 -2.8975 -0.138
C 2.2701 -2.7845 3.1809 0.030
C 0.6456 -1.2544 -1.7798 -0.016
C -4.0934 -2.6748 -2.8749 -0.145
C 3.1774 3.1070 2.1257 -0.106
C 3.6860 -3.5308 5.0455 -0.253
C -0.2458 -4.1031 -3.9728 -0.261
H 2.8685 4.6401 -0.3893 0.108
H 1.6346 -2.6494 -3.0095 0.153
H -1.0868 -5.4672 -2.4442 0.114
H -4.4245 2.0863 2.2271 0.006
H 5.1893 2.6640 -4.2811 0.102
H 4.9249 5.7239 -1.2980 0.101
H 3.1962 6.1100 3.6553 0.112
H 1.3285 -4.9528 -2.6655 0.118
H -4.1781 -5.2162 -2.8537 0.124
H 1.2019 7.5304 -0.1569 0.112
H -2.7658 -3.9589 -3.9329 0.117
H -4.6572 0.6340 1.2132 0.014
H -1.1292 -6.1368 -4.1457 0.104
H 2.5600 6.5388 -4.1145 0.110
H -7.1240 -3.4327 -4.0742 0.134
H 1.0211 4.5885 -4.2066 0.126
H 3.7800 2.4401 1.5190 0.133
H -0.3790 -3.9052 -5.0295 0.154
H -3.1307 -0.0016 -0.9893 0.117
H 1.0535 -2.0594 1.5908 0.083
H 3.1237 1.5990 -3.3625 0.116
H -5.8720 1.0809 2.4375 0.024
H -8.3548 -2.8162 -2.0218 0.139
H -1.4815 5.1417 1.6691 0.051
H -5.3251 -4.5310 -0.7578 0.149
H 2.1958 -3.8289 2.9017 0.114
H -6.8244 -2.5709 -1.1513 0.126
H 5.4156 -2.4435 5.7808 0.093
H -5.7263 -5.4381 -3.6612 0.136
H 2.3683 0.8837 4.1473 0.092
H -0.7130 3.1036 -2.4024 0.141
H 0.1805 5.7846 1.7118 0.078
H 2.6451 7.9839 -2.1266 0.106
H -7.7800 -5.1150 -2.2820 0.178
H -7.7192 -4.7222 -0.6879 0.183
H -1.1530 6.7985 1.1027 0.100
H 0.9196 5.2805 4.2713 0.120
H 6.2331 -4.4955 6.9738 0.098
H -6.5705 -1.8575 -3.5258 0.140
H -0.7739 3.4200 4.2739 0.133
H 4.6616 4.6454 2.2480 0.112
H 3.5905 -0.7570 5.5328 0.111
H -5.8761 -6.1444 -1.2693 0.139
H 1.3445 -5.5845 -4.3729 0.111
```

Results
Charge ... 0
Energy ... -9406.2750 Ha
HOMO energy ... -6.580 eV
HOMO-LUMO gap ... 4.76 eV